{"formula": "C15H31F4O10P2", "method": "ωB97M-V/def2-TZVPD", "largest_force_ev_per_a": 8.7, "total_charge": -1, "lumo_energy_ev": 0.92, "elements": ["O", "C", "O", "C", "F", "F", "C", "F", "F", "H", "O", "P", "O", "C", "C", "O", "C", "C", "O", "C", "C", "H", "H", "H", "H", "H", "H", "H", "H", "H", "H", "H", "H", "H", "H", "H", "O", "P", "O", "C", "C", "O", "C", "C", "O", "C", "C", "H", "H", "H", "H", "H", "H", "H", "H", "H", "H", "H", "H", "H", "H", "H"], "xyz": [[-0.43, 3.94, -4.44], [-1.22, 3.00, -4.30], [-1.67, 2.33, -5.27], [-1.60, 2.69, -2.79], [-2.02, 3.90, -2.26], [-2.58, 1.73, -2.65], [-0.30, 2.16, -2.06], [0.68, 1.76, -2.93], [-0.62, 1.09, -1.24], [0.12, 2.96, -1.40], [6.03, 1.02, -0.77], [5.10, 1.24, 0.40], [4.18, -0.13, 0.29], [4.80, -1.39, 0.47], [5.10, -1.65, 1.93], [4.07, 2.30, -0.30], [4.44, 3.02, -1.48], [4.00, 2.27, -2.73], [4.32, 1.64, 1.86], [5.08, 1.74, 3.06], [6.47, 2.31, 2.86], [5.70, -1.47, -0.14], [4.09, -2.14, 0.11], [5.91, -1.00, 2.28], [5.42, -2.69, 2.08], [4.23, -1.46, 2.56], [5.51, 3.22, -1.49], [3.93, 3.99, -1.45], [4.29, 1.22, -2.71], [4.42, 2.74, -3.62], [2.91, 2.28, -2.81], [5.13, 0.76, 3.54], [4.51, 2.40, 3.73], [7.08, 1.66, 2.23], [6.97, 2.42, 3.82], [6.42, 3.29, 2.38], [-5.08, -3.60, -0.08], [-4.84, -2.25, 0.55], [-3.23, -2.38, 0.87], [-2.32, -2.50, -0.22], [-2.15, -1.18, -0.94], [-5.43, -2.58, 2.05], [-6.29, -3.69, 2.27], [-5.51, -4.92, 2.67], [-4.80, -0.63, 1.05], [-5.14, 0.41, 0.12], [-6.23, 0.03, -0.85], [-2.66, -3.28, -0.91], [-1.37, -2.83, 0.19], [-3.06, -0.91, -1.48], [-1.34, -1.23, -1.67], [-1.93, -0.38, -0.23], [-6.92, -3.87, 1.39], [-6.97, -3.42, 3.08], [-4.67, -5.11, 1.99], [-6.15, -5.80, 2.68], [-5.08, -4.79, 3.66], [-4.24, 0.72, -0.41], [-5.47, 1.26, 0.72], [-5.91, -0.80, -1.50], [-6.48, 0.87, -1.50], [-7.13, -0.29, -0.32]], "mulliken_charge": [-0.705, 0.334, -0.744, 0.974, -0.312, -0.254, 0.013, -0.269, -0.215, 0.148, -0.756, 1.005, -0.253, -0.399, -0.958, -0.323, -0.445, -0.709, -0.272, -0.209, -1.194, 0.278, 0.349, 0.208, 0.429, 0.237, 0.353, 0.393, 0.265, 0.354, 0.029, 0.227, 0.326, 0.366, 0.384, 0.338, -0.766, 1.117, -0.358, -0.545, -0.919, -0.355, -0.329, -1.034, -0.317, -0.032, -1.272, 0.288, 0.337, 0.238, 0.487, 0.307, 0.324, 0.343, 0.281, 0.345, 0.275, 0.130, 0.318, 0.381, 0.405, 0.358]}

***

{"formula": "C15H31HgNO3P2", "method": "ωB97M-V/def2-TZVPD", "largest_force_ev_per_a": 3.0, "relative_energy_kj_mol": 287.97, "lumo_energy_ev": 0.09, "elements": ["P", "P", "C", "C", "H", "H", "H", "H", "C", "H", "H", "H", "C", "H", "H", "H", "C", "H", "H", "H", "C", "H", "H", "H", "Hg", "C", "C", "C", "C", "C", "C", "C", "C", "C", "H", "H", "H", "H", "H", "H", "H", "H", "H", "H", "H", "H", "H", "H", "H", "O", "N", "O", "O"], "xyz": [[0.22, -1.85, -1.97], [0.25, 2.22, -1.23], [-0.27, -0.24, -2.63], [0.72, 0.95, -2.42], [-1.28, -0.02, -2.22], [-0.41, -0.40, -3.71], [1.75, 0.62, -2.21], [0.77, 1.48, -3.38], [-0.98, 3.17, -2.14], [-1.42, 3.95, -1.49], [-1.78, 2.52, -2.50], [-0.48, 3.64, -3.00], [1.63, 3.29, -0.95], [1.63, 4.04, -1.74], [2.57, 2.72, -1.00], [1.55, 3.79, 0.02], [-0.91, -3.13, -2.51], [-0.87, -3.98, -1.81], [-0.61, -3.46, -3.52], [-1.94, -2.73, -2.55], [1.88, -2.24, -2.56], [2.52, -1.34, -2.60], [1.79, -2.66, -3.57], [2.34, -2.99, -1.90], [1.36, -0.15, 4.43], [-0.65, 1.56, 0.17], [-1.90, 0.99, -0.34], [-2.64, -0.18, 0.09], [-1.96, -1.26, 1.05], [-1.00, -2.13, 0.44], [0.25, -1.77, -0.21], [1.04, -0.53, 0.40], [0.32, 0.68, 1.04], [0.96, -2.19, 4.22], [-0.85, 2.49, 0.75], [-2.55, 1.73, -0.83], [-3.03, -0.74, -0.79], [-3.54, 0.17, 0.64], [-1.60, -0.72, 1.93], [-2.78, -1.90, 1.41], [-1.27, -3.20, 0.40], [0.95, -2.62, -0.04], [1.76, -0.18, -0.37], [1.68, -0.95, 1.21], [-0.22, 0.39, 1.96], [1.12, 1.35, 1.41], [1.87, -2.74, 4.52], [0.70, -2.50, 3.20], [0.15, -2.45, 4.91], [0.07, 1.54, 6.14], [0.76, 2.40, 5.52], [0.65, 3.61, 5.64], [1.69, 1.96, 4.66]], "mulliken_charge": [1.017, 1.037, -0.845, -1.207, 0.281, 0.576, 0.513, 0.683, -1.671, 0.413, 0.433, 0.491, -1.517, 0.439, 0.418, 0.406, -1.460, 0.448, 0.448, 0.354, -1.400, 0.369, 0.427, 0.427, 0.815, 1.253, -1.968, -0.686, -0.756, -1.389, 0.526, -0.856, -1.482, -0.971, 0.560, 0.354, 0.032, 0.482, 0.184, 0.459, 0.169, 0.512, 0.477, 0.295, 0.265, 0.494, 0.357, 0.167, 0.319, -0.603, 1.140, -0.544, -0.683]}

***

{"formula": "C15H31N2O3PSiTc", "method": "ωB97M-V/def2-TZVPD", "largest_force_ev_per_a": 6.6, "spin_multiplicity": 4, "s_squared": 3.79, "lumo_energy_ev": [-1.04, -1.11], "elements": ["Tc", "Si", "P", "N", "H", "C", "H", "H", "H", "C", "H", "H", "H", "C", "H", "H", "H", "C", "H", "H", "H", "H", "H", "C", "C", "C", "C", "C", "C", "H", "H", "H", "H", "H", "C", "O", "C", "H", "H", "H", "C", "H", "H", "H", "N", "C", "C", "O", "O", "H", "H", "H", "H", "H"], "xyz": [[0.00, 0.00, 0.00], [1.29, 0.17, -2.22], [1.08, -2.20, 0.35], [1.23, 0.91, 0.87], [-1.26, -0.64, 1.10], [0.52, -3.26, 1.76], [1.12, -4.19, 1.86], [-0.54, -3.52, 1.61], [0.59, -2.67, 2.69], [1.05, -3.40, -1.06], [1.55, -4.35, -0.79], [1.56, -2.94, -1.92], [0.00, -3.61, -1.34], [2.88, -2.02, 0.68], [3.37, -3.00, 0.84], [3.02, -1.39, 1.58], [3.34, -1.50, -0.18], [0.50, -0.60, -3.80], [-0.50, -0.17, -3.99], [0.36, -1.69, -3.67], [1.13, -0.44, -4.69], [1.61, 1.59, -2.65], [2.69, -0.43, -2.22], [2.27, 1.64, 1.40], [3.28, 2.84, 3.27], [2.22, 2.09, 2.74], [3.40, 1.95, 0.60], [4.45, 2.70, 1.14], [4.40, 3.15, 2.47], [3.23, 3.19, 4.30], [1.34, 1.84, 3.34], [3.42, 1.60, -0.43], [5.32, 2.93, 0.52], [5.22, 3.73, 2.89], [-2.54, -1.44, -1.52], [-1.34, -1.14, -1.39], [-3.58, -0.85, -0.62], [-4.47, -1.50, -0.55], [-3.91, 0.13, -1.02], [-3.10, -0.67, 0.36], [-2.93, -2.43, -2.58], [-3.35, -3.34, -2.11], [-2.06, -2.70, -3.20], [-3.73, -2.01, -3.23], [-1.47, 4.54, -0.18], [-2.37, 3.48, 0.27], [-1.61, 2.23, 0.59], [-1.66, 1.73, 1.81], [-0.92, 1.62, -0.34], [-0.78, 4.76, 0.58], [-2.03, 5.39, -0.39], [-0.97, 4.24, -1.04], [-2.92, 3.82, 1.17], [-3.11, 3.25, -0.53]], "lowdin_spin": [1.765, 0.054, 0.022, 0.571, 0.023, 0.005, 0.000, 0.001, 0.000, -0.002, -0.001, 0.000, 0.000, 0.002, 0.000, 0.000, 0.000, -0.001, 0.000, 0.000, 0.000, 0.016, 0.005, 0.071, -0.005, 0.086, 0.086, -0.004, 0.089, -0.002, 0.004, 0.004, -0.002, 0.006, 0.018, 0.015, 0.005, 0.000, 0.001, 0.004, 0.002, 0.001, 0.000, 0.001, 0.006, 0.007, 0.035, 0.042, 0.060, 0.002, 0.003, 0.002, 0.000, 0.003]}

***

{"formula": "C15H31N2O8PS3", "method": "ωB97M-V/def2-TZVPD", "largest_force_ev_per_a": 0.7, "smiles": "[H]/N=C(\\C)CPON=O.O=S1(=O)CCCC1.O=S1(=O)CCCC1.O=S1(=O)CCCC1", "relative_energy_kj_mol": 25.73, "lumo_energy_ev": 0.10, "elements": ["H", "N", "C", "C", "C", "P", "O", "N", "O", "H", "H", "H", "H", "H", "H", "O", "S", "O", "C", "C", "C", "C", "H", "H", "H", "H", "H", "H", "H", "H", "O", "S", "O", "C", "C", "C", "C", "H", "H", "H", "H", "H", "H", "H", "H", "O", "S", "O", "C", "C", "C", "C", "H", "H", "H", "H", "H", "H", "H", "H"], "xyz": [[3.48, 1.95, 2.85], [4.14, 2.66, 2.55], [4.30, 3.54, 3.45], [3.60, 3.49, 4.79], [5.25, 4.69, 3.19], [6.83, 4.51, 4.14], [6.66, 2.89, 4.65], [7.36, 2.49, 5.81], [7.20, 3.21, 6.71], [2.76, 2.81, 4.72], [3.21, 4.46, 5.08], [4.26, 3.09, 5.55], [5.50, 4.64, 2.13], [4.78, 5.63, 3.44], [6.49, 5.28, 5.28], [2.52, -0.64, 4.17], [2.03, -0.44, 2.83], [1.73, 0.88, 2.35], [3.11, -1.29, 1.69], [2.52, -2.69, 1.59], [1.00, -2.50, 1.50], [0.60, -1.50, 2.58], [4.12, -1.26, 2.07], [3.05, -0.76, 0.74], [2.91, -3.23, 0.72], [2.77, -3.27, 2.48], [0.73, -2.11, 0.52], [0.46, -3.45, 1.62], [-0.25, -0.88, 2.28], [0.38, -1.98, 3.53], [-1.01, -1.63, -0.35], [-2.35, -1.81, -0.88], [-2.59, -1.87, -2.29], [-3.09, -3.23, -0.08], [-3.75, -2.66, 1.17], [-4.44, -1.36, 0.72], [-3.43, -0.58, -0.13], [-2.31, -3.97, 0.13], [-3.82, -3.65, -0.76], [-4.46, -3.36, 1.60], [-2.99, -2.44, 1.93], [-5.32, -1.60, 0.13], [-4.77, -0.77, 1.57], [-3.91, -0.01, -0.92], [-2.81, 0.08, 0.47], [-5.95, -0.13, -6.35], [-4.73, 0.56, -6.00], [-4.76, 1.78, -5.23], [-3.62, -0.61, -5.23], [-2.84, -1.21, -6.40], [-2.49, -0.03, -7.32], [-3.76, 0.81, -7.49], [-4.19, -1.34, -4.67], [-2.97, -0.05, -4.56], [-1.95, -1.73, -6.05], [-3.46, -1.93, -6.94], [-1.71, 0.58, -6.85], [-2.11, -0.37, -8.28], [-3.56, 1.87, -7.60], [-4.36, 0.46, -8.33]], "mulliken_charge": [0.250, -0.763, 0.820, -1.188, -0.742, 0.013, -0.141, 0.285, -0.334, 0.345, 0.354, 0.233, 0.387, 0.395, 0.026, -0.689, 1.323, -0.713, -0.774, -0.771, -0.288, -0.687, 0.485, 0.369, 0.353, 0.341, 0.239, 0.346, 0.244, 0.382, -0.630, 0.979, -0.627, -0.727, -0.455, -0.605, -0.663, 0.391, 0.346, 0.356, 0.203, 0.296, 0.334, 0.339, 0.368, -0.668, 1.184, -0.676, -0.525, -0.669, -0.619, -0.670, 0.351, 0.276, 0.339, 0.337, 0.299, 0.325, 0.357, 0.353]}

***

{"formula": "C15H32B2ClFHfNO11S2", "method": "ωB97M-V/def2-TZVPD", "largest_force_ev_per_a": 8.8, "total_charge": 1, "lumo_energy_ev": -7.82, "elements": ["Hf", "B", "H", "H", "H", "H", "B", "H", "H", "H", "H", "Cl", "C", "C", "C", "C", "C", "C", "N", "O", "O", "H", "H", "H", "H", "H", "O", "S", "O", "O", "C", "C", "C", "H", "H", "H", "H", "H", "H", "H", "H", "O", "S", "O", "O", "C", "C", "C", "H", "H", "H", "H", "H", "H", "H", "H", "C", "C", "O", "C", "O", "O", "F", "H", "H", "H"], "xyz": [[-3.36, 22.20, -15.17], [-1.54, 23.76, -15.02], [-0.68, 24.45, -14.72], [-1.43, 22.80, -14.45], [-2.54, 24.21, -14.73], [-1.61, 23.47, -16.12], [-1.76, 20.29, -14.94], [-1.02, 19.41, -14.91], [-2.11, 20.82, -14.00], [-1.38, 21.13, -15.60], [-2.68, 19.89, -15.46], [-3.00, 21.58, -17.79], [-2.23, 17.98, -18.70], [-2.60, 17.31, -17.53], [-2.86, 15.96, -17.57], [-2.85, 15.28, -18.78], [-2.54, 15.97, -19.95], [-2.23, 17.31, -19.91], [-3.14, 13.86, -18.84], [-3.38, 13.30, -17.79], [-3.09, 13.29, -19.90], [-1.95, 19.02, -18.65], [-2.58, 17.91, -16.63], [-3.17, 15.51, -16.64], [-2.46, 15.51, -20.92], [-1.93, 17.79, -20.83], [-1.14, 20.05, -20.95], [-0.75, 21.18, -21.75], [0.34, 21.13, -22.69], [-2.05, 21.70, -22.58], [-3.32, 21.55, -21.89], [-4.32, 22.41, -22.58], [-0.58, 22.73, -20.74], [-3.19, 21.85, -20.84], [-3.57, 20.49, -21.93], [-4.04, 23.47, -22.59], [-5.26, 22.40, -22.02], [-4.53, 22.16, -23.62], [-0.86, 23.60, -21.32], [0.42, 22.78, -20.32], [-1.29, 22.68, -19.91], [-3.41, 27.00, -16.80], [-3.38, 25.69, -17.36], [-3.79, 24.55, -16.54], [-4.29, 25.72, -18.70], [-5.00, 24.55, -19.09], [-6.03, 24.88, -20.16], [-1.78, 25.33, -18.09], [-5.59, 24.21, -18.23], [-4.31, 23.74, -19.34], [-6.76, 25.61, -19.79], [-6.60, 24.02, -20.50], [-5.52, 25.28, -21.03], [-1.04, 25.55, -17.32], [-1.56, 25.98, -18.93], [-1.67, 24.29, -18.40], [0.53, 20.24, -17.56], [1.46, 20.79, -16.48], [2.56, 21.17, -17.21], [2.51, 20.72, -18.48], [3.32, 20.88, -19.32], [1.40, 19.97, -18.66], [1.77, 19.75, -15.63], [-0.19, 20.99, -17.90], [-0.02, 19.37, -17.22], [0.92, 21.52, -15.88]], "mulliken_charge": [0.636, 0.116, 0.021, 0.218, 0.069, -0.089, 0.475, -0.051, 0.036, -0.190, -0.040, -0.076, 0.439, -0.338, -0.378, -0.360, -0.262, -0.786, 1.008, -0.606, -0.593, 0.248, 0.156, 0.446, 0.443, 0.471, -0.365, 1.013, -0.632, -0.351, 0.501, -1.453, -0.777, -0.164, 0.260, 0.309, 0.350, 0.396, 0.467, 0.506, -0.294, -0.570, 1.014, -0.499, -0.291, 0.514, -1.437, -0.484, 0.190, -0.055, 0.393, 0.364, 0.339, 0.436, 0.423, -0.068, 0.327, 0.742, -0.340, 0.482, -0.484, -0.307, -0.332, -0.390, 0.109, 0.146]}